Here is C34H55Ge2N5Rb as an isolated structure from the OMol25 dataset. Energies are from the ωB97M-V functional and the def2-TZVPD basis.

Multiplicity ... 2
Expectation value of S² ... 0.760
Relative energy (zero: lowest compared OMol25 entry of this formula, charge and spin) ... 0.0 kcal per mole
Gap between HOMO and LUMO (alpha / beta) ... 5.7 / 5.3 eV

The geometry in XYZ format:
```
97
Properties=species:S:1:pos:R:3:forces:R:3
Rb 0.656652 0.776912 -0.781469 0.71 0.25 -0.17
C 1.874356 -1.116145 -4.413561 -0.07 0.06 -0.04
C 2.932088 -0.219834 -3.769492 -0.09 0.09 0.06
N 2.409226 0.984703 -3.117137 -0.10 -0.04 -0.08
C 2.038921 2.088509 -4.008245 0.09 -0.14 0.03
C 0.561233 2.457989 -4.002044 -0.06 -0.09 0.06
N 0.108770 2.966501 -2.711826 -0.22 -0.04 -0.04
C -1.220225 3.598354 -2.755932 0.13 -0.09 -0.01
C -2.404834 2.673611 -3.047504 0.02 -0.08 -0.10
C -2.819771 1.705791 -1.940989 0.08 -0.07 0.01
N -1.927110 0.558971 -1.806408 -0.15 -0.07 -0.03
C -2.271630 -0.649209 -2.558419 -0.05 0.14 0.02
C -1.139899 -1.166501 -3.434819 0.07 0.05 0.00
N 0.077909 -1.438643 -2.677246 -0.06 0.01 -0.09
C 1.126084 -2.068559 -3.477792 -0.11 0.08 0.03
H 2.387597 -1.735628 -5.155242 0.00 0.01 0.02
H 1.165957 -0.504179 -4.985939 0.06 -0.05 0.07
H 3.666707 0.045300 -4.539780 0.07 0.05 -0.06
H 3.470074 -0.800379 -3.014941 -0.01 0.01 0.03
H 3.066817 1.306063 -2.422927 0.16 0.02 -0.08
H 2.317173 1.835572 -5.036252 -0.01 0.00 -0.05
H 2.625456 2.977428 -3.755736 0.01 0.07 0.05
H -0.028636 1.573436 -4.257966 0.02 0.03 0.05
H 0.403497 3.195957 -4.801540 -0.05 0.06 -0.10
H 0.776097 3.652049 -2.378337 0.00 0.13 -0.03
H -1.241907 4.393212 -3.514112 0.04 0.07 -0.07
H -1.386136 4.083195 -1.789564 0.02 -0.02 0.02
H -2.234968 2.111375 -3.974726 0.01 0.04 0.09
H -3.256182 3.330538 -3.256299 0.02 -0.02 0.01
H -3.852872 1.384664 -2.125404 -0.04 -0.03 0.00
H -2.841397 2.238240 -0.982763 0.04 -0.01 -0.06
H -1.846693 0.300797 -0.830366 -0.36 -0.04 0.07
H -3.130917 -0.448895 -3.205996 -0.02 0.00 0.00
H -2.586897 -1.436947 -1.864417 0.02 -0.04 0.03
H -0.915654 -0.420959 -4.205820 0.00 -0.02 0.06
H -1.503646 -2.064116 -3.957473 0.02 -0.07 -0.06
H -0.151370 -2.039560 -1.888925 0.00 -0.01 -0.05
H 0.715937 -2.886234 -4.087524 -0.04 -0.05 -0.03
H 1.846096 -2.524704 -2.794073 0.02 0.00 0.04
C 3.684980 2.324640 0.756748 -0.02 0.00 0.07
N 2.854523 1.231432 1.231944 0.00 0.04 0.02
C 3.605035 -0.014371 1.310162 -0.03 0.02 0.00
C 2.244391 1.537126 2.525253 -0.02 -0.03 0.05
C 1.192228 2.615248 2.461946 -0.04 0.08 0.00
C 1.245274 3.748878 3.273895 -0.10 0.09 -0.02
C 0.233223 4.706043 3.240021 -0.01 -0.07 -0.05
C -0.856781 4.565378 2.389599 0.13 0.02 0.09
C -0.941769 3.446750 1.557912 0.05 0.07 0.10
C 0.083031 2.549230 1.653827 -0.04 -0.29 -0.13
H 4.516354 2.555485 1.443595 0.00 -0.03 0.00
H 3.085867 3.230672 0.642022 0.00 -0.03 0.01
H 4.117631 2.068486 -0.213869 -0.01 0.00 0.01
H 4.444520 0.043959 2.021747 -0.01 0.00 -0.01
H 4.013525 -0.264894 0.327273 -0.01 0.02 0.02
H 2.940314 -0.822857 1.622221 0.01 0.04 -0.01
H 3.008820 1.844995 3.255513 0.06 -0.03 0.04
H 1.780512 0.621671 2.904294 0.00 0.06 -0.03
H 2.084785 3.874724 3.947538 0.03 0.01 0.02
H 0.297266 5.569515 3.888139 0.00 0.02 0.01
H -1.636898 5.313943 2.375731 -0.05 0.04 0.00
H -1.785346 3.302706 0.892280 0.00 0.00 0.02
C -0.462421 -4.505428 -0.588498 -0.07 -0.07 -0.19
Ge 0.150402 -3.766857 1.144618 -0.09 0.02 0.08
C 2.111562 -3.998593 1.066858 0.17 -0.01 0.03
C -0.509345 -4.998086 2.533826 -0.07 -0.11 0.14
Ge -0.474804 -1.408258 1.376506 -0.12 -0.20 0.16
C -0.142756 -1.099371 3.325623 0.06 0.08 0.15
C 0.898735 -1.735522 4.014412 0.01 0.06 0.11
C 1.265296 -1.361196 5.308184 -0.09 0.02 -0.17
C 0.593027 -0.331707 5.954929 -0.04 0.01 -0.09
C -0.451365 0.312166 5.295042 0.03 -0.11 -0.10
C -0.806372 -0.065911 4.002938 0.07 -0.02 0.12
C -2.484029 -1.470359 1.276783 -0.21 0.12 0.08
C -3.172205 -0.245670 1.347118 -0.08 -0.09 -0.03
C -4.554970 -0.157419 1.197214 0.14 -0.07 0.01
C -5.299369 -1.305571 0.948689 0.08 -0.01 0.01
C -4.649050 -2.532374 0.878683 0.13 0.07 0.02
C -3.267311 -2.610704 1.050609 -0.06 0.11 -0.04
H -0.416871 -5.599907 -0.570146 -0.01 0.11 0.00
H 0.182869 -4.169619 -1.410425 -0.08 -0.03 0.11
H -1.493580 -4.211439 -0.817090 0.16 -0.05 0.01
H 2.367195 -5.041034 0.844790 -0.03 0.12 0.03
H 2.596784 -3.721624 2.009688 -0.06 -0.05 -0.15
H 2.528886 -3.367171 0.274802 -0.01 -0.05 0.07
H -0.109777 -6.007035 2.391392 -0.01 0.07 0.01
H -1.601351 -5.054191 2.496387 0.10 0.00 0.03
H -0.229451 -4.647514 3.533249 -0.03 -0.03 -0.16
H 1.451607 -2.543677 3.538554 -0.08 0.08 0.04
H 2.077574 -1.878942 5.806606 -0.02 0.01 0.00
H 0.875546 -0.035371 6.959364 -0.02 -0.02 -0.06
H -0.989105 1.116270 5.786382 0.02 -0.02 -0.02
H -1.614503 0.470140 3.508960 0.10 -0.08 0.08
H -2.607451 0.670313 1.535081 -0.07 -0.10 -0.09
H -5.049197 0.806662 1.272609 0.03 -0.06 -0.01
H -6.374355 -1.246103 0.819602 0.05 0.00 0.01
H -5.219417 -3.437179 0.697449 0.02 0.03 0.01
H -2.797780 -3.589177 1.010451 -0.03 0.07 0.01
```
Forces are in eV/Å.

***

Here is C17H22B3F4N10O4Ti as an isolated structure from the OMol25 dataset. Energies are from the ωB97M-V functional and the def2-TZVPD basis.

Net charge ... +1
Gap between HOMO and LUMO ... 6.9 eV

The geometry in XYZ format:
```
61
Properties=species:S:1:pos:R:3:forces:R:3
Ti 0.023251 0.012041 0.407436 1.90 1.72 -0.47
C 0.068251 4.125741 -1.954464 0.04 -0.12 -0.10
C -0.017949 2.932941 -1.061564 0.50 -0.50 -1.81
N -0.005649 1.715141 -1.495864 -0.54 -0.12 0.72
O 0.153451 1.491441 -2.803764 0.28 1.21 0.44
B -0.473349 0.270041 -3.405864 -0.09 0.03 0.85
F -1.834449 0.449241 -3.395264 -0.63 0.14 -0.14
F 0.050351 0.046541 -4.610164 0.47 -0.16 -0.40
O -0.110949 -0.857659 -2.445064 -0.48 -0.97 0.01
N -0.801549 -0.705959 -1.307464 -2.43 -1.10 -0.77
C -2.088849 -1.062659 -1.282864 3.32 -0.66 -1.66
C -2.629449 -2.073159 -2.227464 -0.13 0.41 -0.55
C -2.803749 -0.490659 -0.204664 0.21 1.32 2.62
N -2.004649 0.138341 0.646536 -2.49 -0.88 -0.88
O -2.562749 0.689341 1.745736 -0.27 -0.17 -0.40
B -1.535649 0.961041 2.788836 0.56 -0.45 -0.08
F -2.079649 1.222041 3.976336 -0.25 0.24 0.16
F -0.701549 -0.212659 2.804436 -0.20 0.39 -0.38
O -0.660749 2.075741 2.342136 0.19 0.56 0.07
N -0.306849 1.963741 1.029236 -0.03 0.95 0.59
C -0.175449 3.077441 0.368436 -0.19 -0.73 1.13
C -0.237749 4.422841 1.004636 -0.32 -0.26 0.24
C -4.281849 -0.610059 -0.058864 0.25 0.28 0.28
H 0.161451 3.798641 -2.986864 0.02 0.07 0.06
H 0.922251 4.744941 -1.684764 0.07 0.06 -0.01
H -0.826449 4.739041 -1.857064 -0.05 0.02 0.00
H -2.836949 -1.617659 -3.196964 -0.10 -0.04 0.02
H -3.539249 -2.530859 -1.854164 -0.06 0.01 0.10
H -1.874949 -2.838759 -2.407864 0.07 0.05 0.09
H -0.675749 4.353741 1.997636 0.03 0.00 -0.07
H -0.815749 5.110641 0.394336 0.00 0.04 -0.06
H 0.770051 4.827141 1.102436 0.11 0.00 -0.07
H -4.584349 -1.655059 0.023536 0.09 -0.03 -0.02
H -4.764949 -0.196559 -0.943864 -0.03 0.00 -0.07
H -4.611449 -0.069459 0.824836 -0.03 -0.03 -0.06
C -0.882449 -3.963159 1.666736 -0.04 0.28 -0.14
C -1.260849 -2.651859 1.412236 -0.08 -0.46 0.20
N -0.212649 -1.960359 0.952436 -0.47 -0.30 0.31
N 0.832851 -2.796159 0.922036 0.24 -0.61 -0.09
C 0.458651 -4.011159 1.335636 -0.16 0.20 -0.03
B 2.240551 -2.244859 0.688636 -0.17 0.44 -0.07
N 2.317551 -1.515159 -0.660964 0.24 -0.53 -0.17
C 3.205251 -1.753759 -1.636164 -0.08 0.32 -0.20
C 3.350051 -0.607759 -2.387964 -0.19 0.05 0.26
C 2.499651 0.314541 -1.784864 0.22 -0.08 -0.17
N 1.861251 -0.246859 -0.757064 -0.29 0.16 -0.28
N 2.440851 -1.114959 1.718036 0.51 -0.32 0.18
C 3.446351 -0.936759 2.580236 -0.16 0.29 0.08
C 3.298551 0.302041 3.173836 -0.19 0.01 -0.22
C 2.144851 0.829641 2.602236 0.26 0.15 0.38
N 1.642651 -0.032459 1.717136 0.08 -0.13 0.41
H -1.493349 -4.750459 2.053536 -0.13 -0.19 0.05
H -2.228149 -2.208859 1.578236 0.11 0.09 0.00
H 1.147751 -4.831759 1.354236 0.23 -0.05 0.07
H 3.061051 -3.083859 0.781836 0.18 -0.28 0.05
H 3.687051 -2.705259 -1.739564 0.08 -0.20 0.14
H 3.968651 -0.458159 -3.247264 0.17 0.06 -0.14
H 2.372251 1.343341 -2.061364 -0.22 0.00 0.01
H 4.195651 -1.687559 2.728436 0.11 -0.22 -0.05
H 3.934451 0.760941 3.901536 0.08 0.07 0.17
H 1.665151 1.764041 2.836536 -0.12 -0.02 -0.14
```
Forces are in eV/Å.

***

Here is C15H14AuF5GeN2O4S as an isolated structure from the OMol25 dataset. Energies are from the ωB97M-V functional and the def2-TZVPD basis.

Relative energy (zero: lowest compared OMol25 entry of this formula, charge and spin) ... 51.1 kcal per mole
Gap between HOMO and LUMO (alpha / beta) ... 6.7 / 6.7 eV

The geometry in XYZ format:
```
43
Properties=species:S:1:pos:R:3:forces:R:3
Au -0.544606 -0.443763 -0.231564 -0.47 0.94 -0.75
F -1.547524 -2.429326 6.490116 0.00 0.00 0.04
C -1.507334 -2.383943 5.164685 -0.01 -0.01 -0.06
C -1.481925 -1.165565 4.509085 0.00 -0.04 -0.06
F -1.497646 -0.033456 5.207521 0.00 0.02 0.02
C -1.456577 -1.128790 3.125449 -0.07 0.00 0.02
F -1.460797 0.070388 2.541688 -0.05 0.03 0.02
C -1.426140 -2.287792 2.358101 0.19 0.10 -0.10
S -1.387676 -2.347120 0.596129 -0.01 -0.49 0.44
C -1.450581 -3.497048 3.047470 0.05 -0.03 0.01
F -1.428659 -4.644357 2.367844 0.01 -0.01 0.01
C -1.499060 -3.556546 4.427323 -0.01 0.02 -0.01
F -1.527617 -4.732481 5.048388 0.00 0.00 0.01
O -2.465914 2.861118 -5.045307 -0.03 0.03 0.01
C -1.617164 1.965967 -5.502250 0.04 -0.02 -0.07
O -1.264606 1.919250 -6.656433 -0.02 0.01 0.05
C -1.077627 0.967510 -4.529805 0.11 -0.16 -0.08
C -0.213153 -0.031557 -4.927539 -0.06 0.10 -0.01
N 0.083233 -0.753551 -3.835713 -0.04 0.04 -0.08
N -0.545747 -0.297809 -2.746633 0.34 -0.01 0.06
C -1.246308 0.748406 -3.144024 -0.11 0.04 0.02
C -2.053251 1.493064 -2.114933 -0.01 0.19 -0.05
O -2.752479 2.431031 -2.500988 0.04 -0.12 0.09
O -1.936152 1.115163 -0.902604 0.06 -0.17 0.16
H -2.631623 2.740104 -4.063638 -0.01 0.01 0.00
H 0.184490 -0.249010 -5.904478 -0.02 0.00 0.01
H 0.650099 -1.580723 -3.777482 0.02 -0.02 0.01
C 1.276620 1.610760 2.315540 0.01 0.00 -0.04
Ge 2.070197 0.926058 0.674584 0.08 -0.26 -0.07
C 3.986521 0.564472 0.882099 -0.07 0.10 -0.02
C 1.729743 2.126134 -0.833606 -0.04 -0.05 0.06
C 1.347160 -0.906546 0.243323 0.00 -0.23 0.32
H 1.823904 2.497353 2.637708 0.01 -0.02 0.01
H 1.313268 0.870747 3.114814 0.02 0.00 0.00
H 0.237519 1.891864 2.153734 -0.01 0.01 -0.01
H 4.496695 1.495290 1.133036 0.02 -0.02 0.00
H 4.412766 0.175131 -0.041860 -0.01 0.01 -0.01
H 4.164582 -0.155349 1.680089 -0.03 0.01 0.01
H 2.264655 3.062355 -0.670569 0.00 0.00 -0.01
H 0.667343 2.361485 -0.925878 0.02 0.00 0.01
H 2.074127 1.691234 -1.772247 0.00 -0.01 0.00
H 1.451925 -1.615483 1.064189 0.04 0.04 0.00
H 1.785338 -1.344689 -0.655362 0.01 -0.02 0.02
```
Forces are in eV/Å.

***

For the records above, the corresponding energy values read -5780.1343 -2833.1619 -4100.5415 Ha.